No. 1
Entry from OMol25: 3 unconnected molecules or ions with the total composition C33H58ClO16P3 at a distorted geometry (the ωB97M-V functional and the def2-TZVPD basis).

Positions of all 111 atoms, in Å:
C: -1.94558 2.07270 6.34101
C: -0.66307 2.14628 5.97305
C: 0.33498 1.10636 6.34128
O: 0.01930 -0.02256 6.61752
O: 1.65882 1.47580 6.38630
C: 2.22971 1.94388 5.16132
C: 1.70049 1.25040 3.90961
C: 2.60881 1.56658 2.72362
C: 2.15872 0.86606 1.44378
C: 0.92737 1.48506 0.75201
C: 0.81630 3.01421 0.85654
C: -0.59938 3.45754 0.58017
C: -1.24810 4.40618 1.26075
C: -0.61018 5.19396 2.38440
C: -1.55265 6.04534 3.20720
O: -2.25460 5.17455 4.09279
C: -2.66713 4.63995 0.85016
O: -3.18527 5.72648 0.77387
C: -3.43387 3.39448 0.48738
C: -4.85359 3.26441 0.94265
C: -4.96629 2.45486 2.24658
O: -5.65730 3.24777 3.23123
C: -6.45406 2.52375 4.07213
C: -7.87719 3.00886 4.11423
O: -6.03288 1.60722 4.72236
C: -2.78581 2.46555 -0.21870
P: -3.58171 0.90558 -0.73587
O: -2.72006 0.46517 -2.03326
Cl: -2.92608 -0.41762 0.72178
C: -1.34482 2.76774 -0.52564
O: -0.82558 2.50317 -1.58409
H: -2.22978 1.71962 7.32438
H: -2.71634 2.39857 5.65095
H: -0.30602 2.98250 5.37740
H: 2.15583 3.03328 5.05627
H: 3.29274 1.70750 5.22509
H: 0.66864 1.54789 3.70044
H: 1.72016 0.17593 4.10926
H: 2.75676 2.64143 2.60068
H: 3.60163 1.17575 2.97414
H: 2.97941 0.73304 0.73739
H: 1.87120 -0.14992 1.73313
H: 0.00419 1.03977 1.13422
H: 0.99329 1.24941 -0.31002
H: 1.44604 3.51716 0.11491
H: 1.08600 3.39103 1.83856
H: 0.15643 5.84532 1.95415
H: -0.10524 4.51182 3.07139
H: -0.94143 6.73252 3.80579
H: -2.21341 6.66355 2.60248
H: -2.90094 5.69034 4.58146
H: -5.42362 2.73683 0.17584
H: -5.33916 4.22894 1.08225
H: -5.54526 1.54252 2.09092
H: -3.98927 2.14255 2.62004
H: -8.19551 3.29769 3.11448
H: -8.51935 2.21564 4.48810
H: -7.97403 3.85622 4.79349
H: -1.78106 0.36095 -1.82011
C: 7.72723 -2.13030 -4.12260
C: 7.18730 -2.95010 -2.96990
O: 7.55731 -2.41700 -1.69475
P: 6.70083 -1.25975 -0.99106
O: 5.28214 -1.36944 -1.34732
O: 6.83623 -1.70072 0.55334
C: 5.68153 -1.94851 1.35518
C: 5.32565 -3.42203 1.36876
O: 7.71531 -0.06180 -0.86164
C: 8.93200 0.14220 -1.58840
C: 8.74720 1.09905 -2.74950
H: 7.29083 -1.13035 -4.12453
H: 7.48456 -2.60779 -5.07210
H: 8.81128 -2.02656 -4.05594
H: 6.10366 -3.04732 -3.04827
H: 7.60513 -3.95631 -3.00502
H: 4.84134 -1.34515 1.01219
H: 5.92277 -1.62075 2.36775
H: 5.33027 -3.83455 0.35984
H: 4.33921 -3.57691 1.80773
H: 6.05418 -3.98607 1.95285
H: 9.37570 -0.80093 -1.90142
H: 9.62052 0.58165 -0.86661
H: 7.88632 0.81980 -3.35598
H: 9.63634 1.11188 -3.37980
H: 8.56658 2.11077 -2.38604
C: -4.14797 -1.74717 -4.21712
C: -5.07067 -2.93371 -4.39328
O: -4.42634 -4.03553 -5.04104
P: -3.56401 -5.10152 -4.21074
O: -4.10585 -5.27131 -2.85911
O: -3.90623 -6.44771 -5.02998
C: -4.46668 -7.58897 -4.37964
C: -5.97892 -7.59545 -4.48408
O: -2.11314 -4.96328 -4.80972
C: -1.57186 -3.86655 -5.55324
C: -0.74396 -2.94243 -4.68171
H: -3.32170 -1.99378 -3.54985
H: -4.68624 -0.90289 -3.78681
H: -3.72722 -1.43425 -5.17426
H: -5.48723 -3.23798 -3.43205
H: -5.90919 -2.65810 -5.03355
H: -4.14735 -7.63365 -3.33933
H: -4.05259 -8.46399 -4.88288
H: -6.39237 -6.62209 -4.22029
H: -6.40747 -8.34962 -3.82273
H: -6.29212 -7.81563 -5.50586
H: -2.34571 -3.32997 -6.09876
H: -0.92784 -4.32554 -6.30364
H: -1.28473 -2.66770 -3.77667
H: -0.48082 -2.03589 -5.22688
H: 0.17568 -3.43591 -4.36673

## Properties
Net charge ... 0

---

No. 2
Entry from OMol25: 3 unconnected molecules or ions with the total composition C33H58N4O7S at a distorted geometry (the ωB97M-V functional and the def2-TZVPD basis).

Positions of all 103 atoms, in Å:
C: -0.44793 0.71165 2.74106
C: 0.09231 -0.52432 2.53242
C: -0.74284 -1.73170 2.16717
C: -0.61190 -2.15009 0.70746
C: 0.59323 -2.20170 0.07294
C: 0.70616 -2.55864 -1.28085
N: 1.94307 -2.60584 -1.85402
C: 1.95332 -2.97103 -3.10390
C: 0.78244 -3.26705 -3.85640
C: 0.88480 -3.68391 -5.29609
C: 0.90739 -5.21724 -5.54170
C: 1.01311 -6.12622 -4.31545
S: -0.54275 -6.49121 -3.44756
N: -0.40785 -3.18308 -3.32786
C: -0.46517 -2.84638 -2.01057
C: -1.72595 -2.77670 -1.36937
C: -2.96497 -3.02479 -2.18698
C: -3.32324 -1.67595 -2.80478
O: -4.69718 -1.62404 -3.22565
C: -5.24773 -0.37639 -3.11463
O: -6.35469 -0.25058 -2.66328
C: -4.42675 0.79570 -3.59278
C: -4.75127 2.08257 -2.82031
C: -1.78990 -2.45880 -0.03644
O: -3.01283 -2.41142 0.57899
C: -3.30480 -3.56369 1.38507
C: -3.37989 -4.87514 0.62997
H: -0.31421 1.20001 3.70088
H: -0.98320 1.18906 1.92312
H: 1.17360 -0.63676 2.60488
H: -0.44125 -2.54012 2.83222
H: -1.77943 -1.45951 2.33172
H: 1.49760 -1.94930 0.61125
H: 2.91584 -3.02845 -3.60342
H: 1.71300 -3.18599 -5.79692
H: -0.02092 -3.29162 -5.76020
H: 0.04754 -5.53809 -6.12660
H: 1.78249 -5.43291 -6.15759
H: 1.73902 -5.77712 -3.58297
H: 1.38212 -7.08851 -4.66783
H: -1.40892 -6.35536 -4.45757
H: -2.74568 -3.72797 -2.98571
H: -3.81031 -3.32203 -1.57655
H: -3.17801 -0.93314 -2.01558
H: -2.62951 -1.41225 -3.60560
H: -4.57509 0.95098 -4.66231
H: -3.36561 0.62067 -3.45326
H: -3.84292 2.67954 -2.81878
H: -5.58501 2.61819 -3.26212
H: -4.95027 1.84032 -1.77823
H: -2.53490 -3.65150 2.15538
H: -4.27002 -3.36893 1.84488
H: -2.48930 -5.08903 0.03991
H: -3.48943 -5.68081 1.35741
H: -4.24521 -4.93052 -0.02918
C: 2.11448 5.53381 -4.28325
O: 2.09605 4.28143 -4.93907
C: 2.94991 3.30519 -4.35452
C: 2.14139 2.17374 -3.76004
N: 1.41412 2.61717 -2.57839
C: 0.45086 1.64802 -2.06815
C: -0.74485 1.30715 -2.94851
O: -1.65841 2.37740 -3.13900
C: -1.36266 3.24474 -4.21944
H: 1.51050 6.21959 -4.87473
H: 1.68990 5.47320 -3.27519
H: 3.13178 5.93154 -4.21842
H: 3.60577 3.75266 -3.60249
H: 3.58047 2.90432 -5.15354
H: 2.81545 1.35963 -3.47756
H: 1.46837 1.80225 -4.54615
H: 0.92398 3.47444 -2.80018
H: 0.06283 2.04481 -1.12647
H: 0.98173 0.72141 -1.82449
H: -1.30857 0.52613 -2.42680
H: -0.44931 0.88135 -3.91561
H: -0.86114 2.72078 -5.03680
H: -0.75271 4.09425 -3.90091
H: -2.30995 3.64261 -4.58711
C: 3.59043 5.21788 7.37686
O: 4.23084 3.96648 7.52604
C: 4.08590 3.38793 8.81734
C: 3.25860 2.12363 8.74833
N: 1.86595 2.42751 8.44724
C: 1.04298 1.25806 8.15743
C: 1.36665 0.45380 6.90373
O: 1.12670 1.14815 5.69427
C: 2.19882 1.94585 5.22438
H: 3.85557 5.60375 6.39416
H: 2.50017 5.12833 7.43539
H: 3.93106 5.92958 8.13507
H: 3.65056 4.10062 9.52345
H: 5.08814 3.13259 9.17361
H: 3.30995 1.60805 9.71172
H: 3.71455 1.47320 7.98869
H: 1.83425 3.04973 7.64985
H: 0.01153 1.60727 8.06599
H: 1.07382 0.58731 9.02193
H: 0.69195 -0.40667 6.88952
H: 2.38509 0.04739 6.91651
H: 3.16917 1.52545 5.50020
H: 2.12988 2.97392 5.59093
H: 2.12726 1.97970 4.13649

## Properties
Net charge ... 0

---

The calculation returns the following HOMO-LUMO gap values, one per record and in order: 0.3014 0.2843 Eh.